# 1
DFT (wB97M-V/def2-TZVPD) results for a gas-phase ion, C2H4ClN2 (charge +1) at a distorted geometry.

- ΔE to the lowest compared entry with this formula, charge and spin (kJ/mol) = 322.3
- total energy (eV) = -17629.745
- total charge = +1
- HOMO-LUMO gap (eV) = 9.00
- HOMO (eV) = -15.7

```
9
Properties=species:S:1:pos:R:3:forces:R:3:nbo_charge:R:1
C -0.41529 1.09961 -0.22562 1.61 3.29 -0.92 -0.62
C 0.78677 0.15368 -0.27862 -3.09 -0.65 0.75 0.21
Cl 2.36708 0.21459 0.23458 0.54 0.47 -0.52 0.25
N 0.13401 -0.90401 -0.07807 0.29 -7.88 1.86 0.07
N -0.25101 -2.08139 0.02287 2.22 4.80 -4.30 -0.12
H -0.78921 1.63812 -1.10496 0.52 -0.69 -0.30 0.28
H -1.18869 0.57093 0.25232 -1.15 -0.04 0.59 0.24
H -0.02000 1.90041 0.39199 -0.43 0.24 0.60 0.27
H -0.62364 -2.59193 0.78551 -0.52 0.46 2.22 0.42
```
Positions in Å, forces in eV/Å.

***

# 2
DFT (wB97M-V/def2-TZVPD) results for a gas-phase ion, C2H4ClN2O2 (charge -1) at a distorted geometry.

- ΔE to the lowest compared entry with this formula, charge and spin (kJ/mol) = 29.7
- total energy (eV) = -21733.607
- total charge = -1
- HOMO-LUMO gap (eV) = 7.51
- HOMO (eV) = -4.1

```
11
Properties=species:S:1:pos:R:3:forces:R:3:nbo_charge:R:1
O 1.34866 -1.27716 0.06671 0.70 0.36 0.09 -0.60
N 1.81911 -0.09494 0.04954 0.63 -0.10 0.37 0.57
O 2.95882 0.18872 0.50322 -0.27 -0.84 -0.20 -0.55
N 1.13328 0.89241 -0.40864 -1.19 0.18 -0.23 -0.44
C -0.19934 0.53639 -0.73063 -3.42 1.05 2.32 -0.21
C -1.20309 -0.28913 0.60194 2.60 2.57 -1.91 -0.44
Cl -2.87956 -0.29599 0.04189 0.11 -0.18 0.29 -0.11
H -0.46739 -0.27801 -1.38441 0.63 0.05 -1.12 0.18
H -0.80490 1.55298 -0.94441 1.32 -2.49 0.27 0.17
H -1.00607 0.28491 1.49177 -0.69 0.37 0.36 0.19
H -0.69953 -1.22020 0.71303 -0.43 -0.97 -0.24 0.24
```
Positions in Å, forces in eV/Å.

***

# 3
DFT (wB97M-V/def2-TZVPD) results for 2 unconnected molecules or ions with the total composition C2H4ClN2P at a distorted geometry.

- ΔE to the lowest compared entry with this formula, charge and spin (kJ/mol) = 119.8
- total energy (eV) = -26929.256
- HOMO-LUMO gap (eV) = 9.71
- HOMO (eV) = -10.3

```
10
Properties=species:S:1:pos:R:3:forces:R:3:nbo_charge:R:1
C 0.61696 -0.36530 0.48285 -2.93 1.03 -1.34 0.14
N -0.53680 0.02721 0.93856 0.77 -0.44 0.37 -0.78
P -0.86443 1.66963 0.41262 1.68 -0.43 -0.63 1.12
N 0.46692 1.88699 -0.47215 -0.70 -1.10 1.20 -0.81
C 1.23640 0.62505 -0.44974 0.07 1.27 1.68 -0.36
H 0.84083 -1.42694 0.44388 0.54 0.02 0.59 0.20
H 2.27631 0.73562 -0.16049 0.41 0.52 -0.26 0.23
H 1.19032 0.28406 -1.43866 0.20 -0.96 -1.60 0.25
Cl -3.07223 -1.73306 -0.28230 -1.72 -0.15 -1.52 -0.27
H -2.15428 -1.70325 0.52542 1.69 0.23 1.51 0.27
```
Positions in Å, forces in eV/Å.

***

no.,lowest unoccupied orbital energy (eV)
1,-6.75
2,3.44
3,-0.57